A cluster of 14 separate species, C84H56O28 in total, computed with ωB97M-V/def2-TZVPD.

Computed properties:
E_LUMO ... -2.46 eV
Gap between HOMO and LUMO ... 7.655 eV
2S+1 ... 1

Each line ends with the Löwdin charge.
Atoms and positions in Å:
C (15.0328, 18.0288, 14.1063)  0.057
C (15.1019, 16.9688, 14.9776)  0.020
C (14.2209, 15.8366, 14.9332)  -0.376
O (14.3512, 15.0294, 15.8857)  0.069
C (13.2565, 15.9100, 13.8790)  0.037
C (13.1379, 16.9391, 13.0088)  0.005
C (13.9779, 18.0696, 13.0932)  -0.379
O (13.6614, 19.0216, 12.3364)  0.079
H (15.6131, 18.9356, 14.1920)  0.119
H (15.8201, 17.0430, 15.7808)  0.098
H (12.5468, 15.1064, 13.7486)  0.122
H (12.4849, 16.8459, 12.1536)  0.113
C (26.3954, 12.5719, 17.1306)  -0.004
C (25.5215, 11.5832, 16.8190)  0.024
C (25.4419, 10.3219, 17.6198)  -0.333
O (24.4043, 9.6628, 17.7816)  0.079
C (26.5966, 10.2419, 18.5819)  0.047
C (27.5288, 11.2475, 18.7205)  0.030
C (27.4236, 12.5441, 18.1113)  -0.421
O (28.2042, 13.4726, 18.2994)  0.127
H (26.5230, 13.3312, 16.3732)  0.118
H (24.9048, 11.7836, 15.9552)  0.100
H (26.5714, 9.3415, 19.1777)  0.115
H (28.3167, 10.9689, 19.4046)  0.119
C (20.3206, 17.3072, 8.4818)  0.063
C (19.9363, 18.5411, 8.9591)  0.049
C (20.5932, 19.2482, 10.0304)  -0.411
O (20.1041, 20.2341, 10.5434)  0.136
C (21.6729, 18.5400, 10.5826)  0.019
C (22.1064, 17.3157, 10.2131)  0.043
C (21.3247, 16.5301, 9.2378)  -0.400
O (21.5816, 15.3810, 9.0217)  0.109
H (19.7579, 16.8442, 7.6847)  0.097
H (19.1360, 19.0067, 8.4031)  0.121
H (22.2706, 18.8181, 11.4381)  0.121
H (22.9754, 16.8138, 10.6124)  0.116
C (23.9728, 18.0234, 14.7974)  0.017
C (22.8167, 17.3574, 15.1616)  0.054
C (21.4682, 18.0461, 15.2939)  -0.354
O (20.3866, 17.5298, 15.6070)  0.088
C (21.6220, 19.4497, 15.1222)  -0.008
C (22.6944, 20.0945, 14.6613)  0.037
C (24.0136, 19.4305, 14.4884)  -0.381
O (25.0525, 19.8908, 13.9982)  0.102
H (24.9042, 17.4810, 14.8657)  0.117
H (22.9058, 16.3298, 15.4817)  0.087
H (20.7279, 20.0468, 15.2245)  0.128
H (22.6542, 21.1679, 14.5490)  0.122
C (23.5079, 14.4409, 12.4233)  0.026
C (23.0750, 13.7239, 11.3538)  0.039
C (23.8783, 12.5662, 10.8743)  -0.387
O (23.6019, 11.9776, 9.8233)  0.105
C (24.8529, 12.1320, 11.7919)  -0.001
C (25.1680, 12.7313, 12.9589)  0.043
C (24.5863, 14.0175, 13.3972)  -0.376
O (24.8626, 14.6196, 14.3984)  0.110
H (22.9347, 15.2718, 12.8074)  0.085
H (22.1449, 14.0470, 10.9100)  0.093
H (25.4318, 11.2519, 11.5538)  0.126
H (25.8706, 12.3146, 13.6654)  0.115
C (18.6858, 14.4820, 7.9269)  0.029
C (18.9417, 13.4855, 8.7602)  -0.021
C (18.0333, 12.8870, 9.6293)  -0.426
O (18.1807, 11.9343, 10.3176)  0.145
C (16.8195, 13.7854, 9.7878)  0.049
C (16.5720, 14.8676, 9.0135)  0.003
C (17.3753, 15.2440, 7.8674)  -0.341
O (17.0904, 16.2206, 7.1547)  0.084
H (19.5254, 14.6536, 7.2695)  0.116
H (19.8239, 12.8737, 8.6425)  0.136
H (16.0594, 13.5229, 10.5088)  0.101
H (15.7698, 15.5760, 9.1583)  0.089
C (11.5371, 13.5266, 8.9792)  0.044
C (12.6393, 14.1676, 9.4727)  0.023
C (12.7662, 15.6375, 9.4838)  -0.358
O (13.7523, 16.1347, 10.0276)  0.066
C (11.5837, 16.3395, 8.8794)  0.080
C (10.5410, 15.6059, 8.3083)  0.009
C (10.3996, 14.2134, 8.2883)  -0.427
O (9.4389, 13.6650, 7.7908)  0.133
H (11.4413, 12.4799, 9.2275)  0.115
H (13.3898, 13.4919, 9.8554)  0.110
H (11.4319, 17.4084, 8.8528)  0.115
H (9.6820, 16.0958, 7.8744)  0.125
C (13.4458, 11.5093, 20.0586)  0.035
C (14.7365, 11.0977, 20.3178)  0.031
C (15.8542, 11.9030, 19.7747)  -0.374
O (17.0266, 11.5762, 19.9553)  0.095
C (15.4361, 13.1290, 19.0440)  0.019
C (14.1717, 13.4757, 18.8294)  0.023
C (13.0061, 12.7698, 19.3844)  -0.452
O (11.9246, 13.1506, 19.3701)  0.183
H (12.6670, 10.8719, 20.4503)  0.108
H (14.8745, 10.1963, 20.8964)  0.114
H (16.2255, 13.7291, 18.6161)  0.105
H (13.9754, 14.3517, 18.2291)  0.104
C (15.6460, 9.7653, 13.4312)  0.050
C (15.2036, 11.0493, 13.5878)  0.012
C (14.3269, 11.3918, 14.6424)  -0.429
O (13.6777, 12.4081, 14.6147)  0.120
C (14.2516, 10.4183, 15.7286)  0.035
C (14.7826, 9.2083, 15.6383)  0.003
C (15.5532, 8.7816, 14.5178)  -0.371
O (16.0084, 7.6254, 14.3914)  0.094
H (16.2169, 9.4874, 12.5575)  0.122
H (15.3005, 11.6603, 12.7026)  0.118
H (13.6619, 10.5483, 16.6240)  0.120
H (14.6536, 8.5944, 16.5174)  0.128
C (17.9264, 15.3894, 20.4614)  0.041
C (17.0670, 16.2733, 19.8564)  -0.022
C (17.1924, 16.7982, 18.5330)  -0.348
O (16.2716, 17.5942, 18.2590)  0.077
C (18.3262, 16.1708, 17.7081)  0.061
C (19.2134, 15.3650, 18.3636)  0.024
C (19.1397, 14.8744, 19.7318)  -0.387
O (19.8145, 13.9659, 20.1711)  0.118
H (17.7720, 15.0194, 21.4642)  0.117
H (16.2980, 16.5291, 20.5703)  0.122
H (18.2569, 16.3545, 16.6461)  0.091
H (20.0134, 14.8967, 17.8094)  0.104
C (17.2853, 21.1830, 10.6415)  0.032
C (16.8080, 21.8029, 9.5064)  0.021
C (16.2528, 21.1363, 8.3375)  -0.419
O (16.2250, 21.7557, 7.3085)  0.127
C (15.9105, 19.7182, 8.5905)  0.055
C (16.3852, 19.1205, 9.7224)  0.007
C (17.0564, 19.7125, 10.8711)  -0.351
O (17.4711, 19.1011, 11.8953)  0.054
H (17.7537, 21.7805, 11.4096)  0.114
H (16.8241, 22.8761, 9.3866)  0.119
H (15.4205, 19.1014, 7.8518)  0.119
H (16.2287, 18.0525, 9.6865)  0.101
C (21.1532, 10.1465, 14.5024)  0.042
C (22.4120, 9.6437, 14.2675)  0.043
C (22.9964, 9.3813, 12.9479)  -0.362
O (24.2312, 9.2333, 12.7741)  0.076
C (22.0227, 9.6970, 11.9331)  -0.004
C (20.7463, 10.0114, 12.1292)  0.038
C (20.1713, 10.3267, 13.4458)  -0.361
O (19.0175, 10.6558, 13.7627)  0.093
H (20.7851, 10.4526, 15.4704)  0.095
H (23.1072, 9.5180, 15.0844)  0.105
H (22.4002, 9.5738, 10.9288)  0.124
H (20.1300, 10.2304, 11.2698)  0.111
C (22.1594, 11.2683, 19.4501)  0.010
C (23.2406, 11.9545, 19.9309)  0.011
C (23.7370, 13.1494, 19.3373)  -0.409
O (24.6929, 13.6870, 19.9077)  0.099
C (23.1554, 13.4242, 18.0193)  0.010
C (22.0867, 12.6829, 17.5332)  0.052
C (21.4181, 11.4250, 18.2109)  -0.314
O (20.3560, 10.9258, 17.7872)  0.079
H (21.8691, 10.4034, 20.0281)  0.120
H (23.7096, 11.5906, 20.8331)  0.130
H (23.4958, 14.2925, 17.4747)  0.111
H (21.7208, 13.0203, 16.5747)  0.074
C (18.4786, 15.5640, 12.4023)  0.051
C (19.6637, 15.3792, 13.0562)  0.031
C (19.9308, 14.6247, 14.2740)  -0.344
O (21.0744, 14.5710, 14.7938)  0.058
C (18.6619, 14.1064, 14.7708)  0.014
C (17.4954, 14.1098, 14.0938)  0.065
C (17.2531, 14.9964, 12.9345)  -0.429
O (16.2029, 15.1613, 12.4387)  0.146
H (18.3254, 16.2909, 11.6184)  0.116
H (20.4602, 15.9034, 12.5491)  0.101
H (18.6612, 13.4819, 15.6519)  0.122
H (16.6705, 13.5098, 14.4488)  0.116